ORCA calculation (ωB97M-V/def2-TZVPD) on the ion C24H44FN5O6P with charge +1 at a distorted geometry.

The geometry in XYZ format:
```
81
C24H44FN5O6P | the Open Molecules 2025 dataset | ωB97M-V/def2-TZVPD
C 6.91463 3.67078 -0.19066
C 7.51521 2.17764 -0.41355
C 8.23144 1.67789 0.95263
C 7.97161 0.09690 1.26254
C 6.39692 -0.20715 1.44649
C 5.87396 -1.52398 0.66787
C 6.33374 -1.61704 -0.87372
C 5.10914 -1.66470 -1.92881
C 4.13080 -2.90761 -1.60795
C 2.75424 -2.34387 -0.96740
C 1.42073 -2.82856 -1.76118
C 0.13886 -2.21382 -0.98798
C -0.84018 -1.36207 -1.95978
C -2.24299 -1.13006 -1.19396
C -2.34708 0.33637 -0.47707
C -3.70071 0.32986 0.38625
C -4.97285 1.16365 0.08304
O -5.27646 2.11446 -0.92184
C -5.37262 1.50929 -2.24952
C -5.38348 2.75512 -3.30362
C -3.88318 3.19476 -3.68362
N -6.00853 0.82936 1.09394
C -7.39197 1.38630 1.12888
O -7.47474 2.81526 0.91733
N -7.81174 3.48848 2.07594
O -6.80605 3.54944 2.72693
C -5.43454 -0.13931 2.04244
P -6.20747 -0.93381 3.59497
N -7.98044 -1.01949 3.43587
O -5.72440 -2.59435 3.74581
N -4.07698 -0.40318 1.59581
C -3.01574 -1.28330 2.17644
O -3.11815 -2.52222 2.32661
N -1.76571 -0.58460 2.63476
C -1.69955 -0.58611 4.13181
O -0.56822 -0.34888 4.63220
F -2.82413 -0.78998 4.97535
H 5.85559 3.63966 0.24125
H 6.93885 4.25924 -1.19178
H 7.60724 4.26564 0.52302
H 8.24391 2.18823 -1.30131
H 6.64108 1.48281 -0.73083
H 9.37419 1.79564 0.85077
H 7.85566 2.28923 1.85536
H 8.47118 -0.48125 0.40729
H 8.50792 -0.23780 2.23583
H 5.75104 0.67386 1.05177
H 6.22208 -0.30833 2.59026
H 4.73019 -1.56202 0.81156
H 6.29096 -2.43297 1.25076
H 6.98538 -0.71069 -1.16623
H 6.94041 -2.59070 -0.98574
H 4.56480 -0.65765 -1.89071
H 5.47945 -1.80307 -3.01312
H 4.64310 -3.54954 -0.78647
H 3.94905 -3.61146 -2.50163
H 2.70656 -1.20033 -0.92803
H 2.64932 -2.73627 0.10605
H 1.39325 -3.97236 -1.68182
H 1.45536 -2.56500 -2.88409
H -0.49494 -3.07295 -0.56488
H 0.53822 -1.48646 -0.19519
H -1.02044 -1.97888 -2.91158
H -0.38665 -0.35871 -2.27447
H -3.07434 -1.25993 -1.99321
H -2.37439 -1.97914 -0.41431
H -2.39683 1.11349 -1.31725
H -1.42308 0.42022 0.19311
H -4.55476 0.74024 -2.47134
H -6.40877 1.01683 -2.32467
H -5.84443 3.63632 -2.70082
H -6.08030 2.58158 -4.19305
H -3.22641 3.09621 -2.73679
H -3.83079 4.29920 -3.99178
H -3.47701 2.52130 -4.52786
H -7.98580 1.13551 2.07446
H -7.96646 0.88977 0.25007
H -8.28521 -1.82232 4.01609
H -8.23129 -1.14867 2.43969
H -5.73940 -3.04405 2.86161
H -1.85691 0.43409 2.40676
```

HOMO in eV: -11.83
HOMO-LUMO gap in eV: 7.32
Max |F| in hartree/bohr: 0.130
Lowest unoccupied orbital energy in eV: -4.51
E_tot in a.u.: -2106.67889
Multiplicity: 1
Total charge: +1